The following is a DFT calculation (ωB97M-V with the def2-TZVPD basis set) of a 17-piece molecular cluster, C76H179F12N14O35 overall at a distorted geometry.

The geometry in XYZ format:
```
316
Properties=species:S:1:pos:R:3:forces:R:3
C 4.7906 -5.5882 -0.5630 2.73 1.02 -0.08
O 3.9944 -4.4754 -0.2955 -1.20 -0.95 0.28
C 2.6249 -4.9129 -0.3760 -0.50 1.42 -0.65
C 2.2596 -4.9114 -1.8544 -2.66 -0.86 -0.51
N 2.4447 -3.6105 -2.4385 2.13 1.68 -0.16
H 0.9295 -2.6234 -2.6587 1.51 -0.98 0.97
H 3.2380 -3.2227 -1.8993 -0.75 0.05 -0.30
C 2.9199 -3.4930 -3.8480 1.89 -0.04 0.32
C 4.0133 -4.5193 -4.3110 -0.87 0.67 0.30
O 3.3263 -5.6183 -4.8831 -0.01 0.51 -0.31
C 3.9275 -6.8717 -4.7588 0.82 -0.99 -0.52
H 4.8105 -6.2495 0.2881 -0.12 -0.59 0.16
H 5.8057 -5.1539 -0.6869 -0.21 -0.46 0.21
H 4.6356 -6.0996 -1.5076 -0.64 -0.20 -0.02
H 2.0485 -4.1813 0.2144 -0.04 -0.23 -0.47
H 2.3935 -5.9027 0.0064 0.56 -0.24 0.40
H 1.1568 -5.1521 -1.9662 1.06 -0.07 0.35
H 2.7709 -5.6867 -2.4249 0.21 -0.16 0.24
H 3.3361 -2.4560 -4.0183 -0.79 -0.95 0.32
H 2.1160 -3.6992 -4.4931 -1.10 0.08 -0.88
H 4.5237 -4.7920 -3.4039 0.64 -0.51 0.42
H 4.7513 -4.0797 -5.0065 -0.38 -0.14 0.11
H 3.3180 -7.6121 -5.3180 0.27 0.49 0.66
H 4.0853 -7.1294 -3.7248 -0.67 -0.39 0.82
H 4.9709 -6.9923 -5.1054 -0.30 0.70 -0.67
C 3.6009 2.1363 -1.1988 0.67 0.23 -1.58
O 3.2887 1.8141 -2.5822 -0.73 0.09 0.28
C 4.3318 1.9538 -3.5361 1.01 0.60 1.71
C 3.7826 1.7433 -4.9236 -0.27 0.45 -0.90
N 4.7165 1.6599 -6.0535 0.45 -1.76 -0.12
H 5.4302 0.9183 -5.8273 -0.79 1.09 -0.42
H 4.6031 0.8281 -7.8336 0.09 0.21 0.25
C 5.4411 2.8750 -6.3363 0.08 2.26 1.37
C 6.4787 2.8641 -7.4253 -0.22 -0.72 -0.01
O 7.3504 1.8430 -7.0094 0.21 -0.21 0.34
C 8.2068 1.2967 -7.9699 -0.11 0.86 -1.69
H 4.2660 1.3561 -0.7864 0.10 1.03 0.00
H 2.7344 2.1825 -0.5752 -0.79 -0.62 -0.24
H 3.9625 3.1784 -1.1672 0.71 -0.48 0.09
H 5.1310 1.2540 -3.2465 0.04 -0.29 -0.48
H 4.8279 2.9474 -3.4154 -0.45 -0.29 -0.21
H 3.1209 2.5737 -5.1715 -0.23 0.08 0.19
H 3.1695 0.8566 -4.9495 -0.22 -0.45 0.18
H 6.0071 3.0731 -5.4105 0.31 0.45 -0.29
H 4.8360 3.8339 -6.4462 -0.08 -1.53 -0.06
H 6.9151 3.8479 -7.4282 0.72 0.55 0.21
H 6.1569 2.7318 -8.4614 -0.46 -0.48 0.10
H 8.9358 2.0392 -8.3436 -0.02 -0.14 0.36
H 7.6392 1.0102 -8.8921 0.28 -0.27 0.76
H 8.7379 0.4757 -7.5190 0.04 -0.35 0.01
C -7.1453 -3.0926 -1.9197 0.42 0.38 -0.14
O -6.1495 -3.7661 -1.1667 0.42 0.56 -0.98
C -4.9451 -3.7772 -1.9090 -1.25 -1.97 -2.22
C -3.9960 -4.4887 -1.0909 0.90 -0.08 1.96
N -3.6089 -3.5606 0.0648 -1.26 1.37 -0.80
H -2.7274 -3.0665 -0.2128 -0.58 -0.62 0.77
H -4.3398 -2.7430 0.1620 1.34 -0.80 -0.71
C -3.6235 -4.2439 1.3555 -0.02 -1.31 -0.13
C -5.0448 -4.4106 1.8987 0.77 -0.77 -1.36
O -5.7487 -3.2363 2.2019 0.66 0.47 -0.03
C -7.1507 -3.4021 2.2350 0.00 0.95 2.00
H -7.6672 -3.8074 -2.5693 -0.01 0.38 0.06
H -6.6975 -2.2479 -2.4673 -0.06 -0.44 -0.26
H -7.7770 -2.5928 -1.2226 -0.97 -0.05 0.53
H -4.5523 -2.8251 -2.1608 -0.03 1.44 -0.05
H -5.0203 -4.3301 -2.9347 -0.36 0.65 1.56
H -3.1108 -4.7593 -1.5933 1.22 -0.08 -0.62
H -4.3913 -5.4285 -0.7078 -0.18 0.22 0.25
H -2.9866 -3.7731 2.0506 0.70 0.88 0.69
H -3.1557 -5.2249 1.1075 -0.85 0.40 0.84
H -4.9260 -5.1184 2.6988 -0.29 -0.14 0.99
H -5.5561 -4.9491 1.1127 -0.66 -0.20 -0.24
H -7.4218 -4.0165 3.1196 -0.08 0.13 -0.42
H -7.5366 -3.8544 1.3623 -0.35 -0.47 -1.15
H -7.6013 -2.3862 2.3882 0.39 -0.88 -0.35
C 10.3339 -4.1992 3.8548 1.04 0.24 0.79
O 9.0319 -3.7958 3.5330 -0.64 0.31 0.05
C 8.6481 -4.1288 2.2287 -1.09 1.10 -0.58
C 7.3769 -3.2889 1.9598 0.22 1.77 0.09
N 7.6180 -1.7285 2.0172 0.51 -1.56 1.35
H 8.4224 -1.5941 2.6709 -1.03 0.12 -0.21
H 7.9309 -1.4210 1.1324 0.41 0.26 -1.52
C 6.3788 -0.8972 2.3441 0.31 -0.19 0.59
C 5.2679 -1.2440 1.3670 1.24 -1.38 0.55
O 5.9284 -1.1454 0.0839 -1.85 -0.17 -0.10
C 4.8397 -1.3066 -0.8900 1.68 0.75 -0.59
H 10.5396 -4.0035 4.9227 -0.37 0.20 -0.52
H 11.0878 -3.6368 3.2622 -0.33 -0.54 0.14
H 10.4178 -5.2710 3.7561 0.33 -0.40 -0.40
H 8.3034 -5.1632 2.0776 0.45 -0.04 0.29
H 9.4670 -3.9027 1.5207 -0.34 -0.12 0.05
H 6.6096 -3.4366 2.7103 0.16 -0.34 0.38
H 6.8784 -3.3850 1.0116 0.20 -0.61 -0.55
H 6.6577 0.1411 2.2669 0.23 0.34 -0.04
H 6.2081 -1.1404 3.3881 -0.63 0.12 0.03
H 4.2948 -0.7060 1.4905 0.73 0.14 -0.11
H 5.0950 -2.3298 1.5581 -0.58 0.54 -0.31
H 4.2618 -2.1865 -0.5895 -0.40 0.62 0.05
H 5.3114 -1.5554 -1.8682 -0.20 0.29 0.58
H 4.3675 -0.2913 -0.9609 -0.31 -1.65 0.02
C -3.7442 1.6957 -5.4476 -1.83 0.29 -0.82
O -3.1566 2.3940 -4.3847 0.07 0.28 0.23
C -3.0599 3.8248 -4.4205 0.47 -0.52 0.82
C -4.2613 4.5416 -3.8426 0.81 -0.77 2.25
N -4.5897 4.0370 -2.4361 -1.35 0.25 -1.12
H -4.6082 3.0095 -2.4670 0.10 0.38 0.10
H -3.4035 4.7366 -1.4343 -0.78 -0.69 -0.61
C -5.9838 4.5042 -2.1136 0.35 0.52 0.23
C -6.5467 4.0518 -0.7859 1.75 -0.24 -0.21
O -6.7664 2.6663 -0.8856 -0.06 0.89 -0.65
C -6.8748 1.9687 0.2952 0.39 -1.34 0.82
H -3.9092 0.6438 -5.1079 0.46 0.86 -0.26
H -3.1827 1.7444 -6.4178 -0.04 -0.13 0.86
H -4.7949 2.0830 -5.7066 1.22 -0.36 0.40
H -2.8584 4.1865 -5.4143 0.08 0.14 -0.62
H -2.2092 4.0376 -3.7851 0.42 0.01 0.05
H -5.0265 4.2967 -4.5238 -1.64 0.38 -0.64
H -4.0748 5.6198 -3.6778 -0.17 -0.43 -0.78
H -6.6905 4.2846 -2.9168 0.00 -0.28 -0.06
H -5.9962 5.5886 -2.0070 0.42 0.25 -0.38
H -7.3687 4.6927 -0.5293 -1.35 -0.19 -0.14
H -5.8462 4.3304 0.0149 0.44 -0.53 -0.02
H -7.3058 1.0059 0.0034 0.36 -0.18 0.22
H -7.5963 2.3883 0.9716 -0.46 0.63 0.52
H -5.8984 1.8119 0.8358 -0.81 0.24 -0.64
C -5.4454 1.8058 7.1721 0.01 0.00 -0.35
O -5.1581 1.2111 5.9104 1.25 -0.29 0.53
C -6.0290 1.6101 4.9153 -1.26 -0.86 -0.02
C -5.8491 0.7424 3.6897 -0.04 -1.47 -0.29
N -5.5448 -0.7143 4.0977 -1.16 0.01 -0.11
H -5.3122 -1.3589 3.3238 -0.76 0.45 -0.73
H -4.6450 -0.7934 4.5481 0.94 0.77 0.95
C -6.5904 -1.3124 4.9852 0.23 -1.31 1.07
C -6.1326 -2.7174 5.5304 -1.37 -0.34 -1.90
O -5.2367 -2.5150 6.5417 1.19 -0.08 1.69
C -5.3037 -3.5273 7.5709 0.71 1.04 0.04
H -4.7524 1.4021 7.9201 -0.30 0.30 -0.49
H -6.4726 1.5492 7.4461 -0.11 0.20 0.15
H -5.3294 2.8920 7.0733 -0.12 -0.07 0.32
H -5.8854 2.6167 4.5689 0.08 0.86 0.11
H -7.0396 1.5040 5.3327 -0.21 0.27 -0.32
H -5.0214 1.1051 3.0879 -0.03 -0.41 0.02
H -6.7625 0.6793 3.0572 0.60 0.28 0.45
H -7.5269 -1.4916 4.4672 0.02 0.43 -0.39
H -6.7645 -0.6574 5.8658 0.20 -0.37 -0.75
H -5.7108 -3.3277 4.6656 -0.17 0.68 0.88
H -7.0188 -3.3311 5.8804 0.57 0.94 -0.29
H -5.0524 -4.4835 7.1193 0.19 -0.24 0.36
H -6.3072 -3.5306 7.9534 -0.64 -0.28 0.22
H -4.6453 -3.2380 8.4451 -0.43 -0.41 -1.31
C 1.5133 1.9951 8.2555 1.69 -0.61 -0.78
O 0.5641 0.9694 8.3173 0.03 -2.96 -0.72
C 0.8411 -0.2799 7.5586 -1.34 0.34 0.70
C -0.4587 -1.1658 7.6832 0.78 1.06 1.13
N -1.6112 -0.2931 7.4014 -0.13 1.01 0.20
H -1.4226 0.6585 7.7872 -0.46 -0.70 0.01
H -1.6361 -0.2145 6.3936 -0.11 0.27 -0.85
C -2.9252 -0.8963 7.7868 1.59 -0.07 2.15
C -3.2488 -0.4456 9.2442 3.18 -0.50 -0.92
O -3.2339 0.9467 9.1208 -0.96 -0.49 -0.67
C -3.2195 1.6385 10.3185 0.73 1.62 0.79
H 1.5790 2.4346 7.2497 0.30 -0.32 0.07
H 2.5340 1.7899 8.7044 -1.06 -0.32 -0.76
H 1.0932 2.7065 8.8683 -0.79 1.94 1.38
H 1.6609 -0.8979 7.9383 0.15 0.51 0.25
H 1.0419 -0.0269 6.5193 -0.05 0.11 -0.11
H -0.5738 -1.5283 8.7393 0.25 0.14 -1.02
H -0.5526 -1.9461 6.9323 0.66 -0.27 0.39
H -2.6931 -1.9544 7.6914 -0.78 -0.21 0.06
H -3.6745 -0.5711 7.1198 -0.75 0.23 -0.75
H -2.3256 -0.6178 9.9259 -1.64 -0.73 -0.68
H -4.1491 -0.9739 9.5455 -0.30 0.48 0.56
H -3.2155 2.7201 9.9668 -0.04 -1.20 1.08
H -2.2767 1.3919 10.8928 -0.84 0.41 -0.43
H -4.0881 1.4029 10.9590 0.23 0.26 -0.27
C 2.4211 7.8416 -5.3872 0.05 -0.55 1.85
O 1.4711 7.7270 -4.3404 -0.57 1.21 -0.28
C 1.4407 6.5183 -3.7181 -0.78 -1.44 0.70
C 0.2147 6.5434 -2.7201 -0.26 -1.14 -0.53
N -0.0420 7.8681 -2.0411 0.22 -1.70 1.56
H 0.2896 8.6276 -2.5650 1.13 1.60 -1.04
H -1.0193 7.9945 -1.9997 -1.72 0.11 -0.42
C 0.3016 8.0269 -0.5713 2.01 -1.12 0.11
C -0.1690 9.3552 -0.0668 0.17 2.12 0.48
O 0.0655 10.3643 -1.0642 0.36 0.21 -0.08
C 0.2706 11.7341 -0.6226 -0.77 -0.26 0.87
H 2.3343 8.8238 -5.6790 -0.58 2.04 -1.50
H 2.2262 7.0970 -6.1237 0.15 -0.41 -0.81
H 3.4136 7.8483 -4.9715 0.72 -0.84 0.13
H 2.3492 6.3498 -3.1417 0.32 -0.11 0.15
H 1.3789 5.6626 -4.4851 -0.35 0.88 1.24
H 0.3230 5.8057 -1.9124 0.15 0.15 -0.35
H -0.7399 6.2711 -3.2290 0.79 0.35 0.21
H 1.4139 7.7708 -0.4261 -1.63 0.72 -0.35
H -0.2759 7.3189 0.0364 0.34 -0.31 -0.64
H 0.4205 9.6219 0.8561 -0.76 -0.45 -0.65
H -1.2628 9.2878 0.1657 0.92 0.28 -0.03
H 1.1928 12.1811 -0.9057 0.98 -0.24 -1.38
H 0.4677 11.7351 0.4503 -0.96 0.04 0.32
H -0.5319 12.4374 -0.9542 0.33 -0.95 0.51
C 1.0672 -4.6380 7.9942 0.02 1.48 -0.53
O 0.8696 -4.0231 6.7009 1.44 -0.15 1.04
C 1.8307 -4.5256 5.7359 -3.27 -1.38 1.62
C 1.0389 -4.5845 4.4958 -1.40 -2.67 -1.67
N 0.4286 -3.4178 3.8621 0.72 2.28 0.91
H -0.0323 -3.6572 2.9696 -0.47 -0.72 -0.12
H -0.2234 -2.8602 4.4628 -0.01 -0.75 -0.30
C 1.3471 -2.3209 3.3791 0.82 0.08 -1.29
C 2.2031 -1.6373 4.4672 -0.31 -2.56 -2.28
O 3.4368 -2.3339 4.4915 -0.11 0.04 -0.63
C 4.1596 -2.0213 5.6186 0.27 -0.64 1.91
H 1.9886 -4.3894 8.5246 0.30 0.11 -0.49
H 0.9105 -5.6828 8.0186 0.11 -1.38 -0.58
H 0.2828 -4.2523 8.5719 -1.16 0.70 1.04
H 2.0642 -5.5318 6.1459 0.25 0.32 -1.12
H 2.6664 -3.9685 5.5678 2.33 1.67 0.36
H 0.2143 -5.3126 4.6429 0.30 0.54 -0.05
H 1.6030 -5.0357 3.7024 0.65 -0.34 -0.44
H 0.6725 -1.5353 2.9564 0.85 -1.09 0.10
H 2.0014 -2.8177 2.5651 -0.95 1.19 1.21
H 1.6515 -1.7486 5.3638 -0.26 0.17 1.44
H 2.3815 -0.6556 4.1468 0.07 1.62 -0.16
H 4.3693 -0.9602 5.7563 -0.20 0.22 -0.10
H 5.1121 -2.5482 5.6012 0.09 -0.06 -0.17
H 3.6101 -2.4257 6.5205 0.52 0.63 -0.42
C -4.0644 -1.3953 -7.5374 3.07 -1.45 -0.06
C -3.5248 -2.8343 -7.2095 -0.37 0.01 -0.76
N -2.0868 -2.9824 -6.9478 -0.37 0.56 -0.12
C -1.5453 -2.8503 -5.6989 1.67 -0.05 -1.39
C -0.2046 -3.0581 -5.8485 -0.95 0.08 0.84
N 0.0254 -3.3658 -7.1392 -0.61 0.37 -2.26
C -1.1257 -3.2603 -7.8418 -0.56 -0.04 -0.02
C 1.3178 -3.3976 -7.8237 0.02 -0.32 0.52
H -5.0715 -1.5905 -7.7919 -1.17 0.46 -0.22
H -3.4668 -0.9985 -8.3996 -0.81 0.05 0.82
H -3.9046 -0.8427 -6.6024 -0.39 0.34 -0.66
H -3.7063 -3.5789 -8.0149 -0.45 0.59 0.61
H -4.0293 -3.0914 -6.2787 0.06 -0.62 -0.22
H -2.0248 -2.4132 -4.8822 -0.93 0.16 1.12
H 0.5252 -2.9349 -5.0847 0.44 -0.05 0.06
H -1.3028 -3.2981 -8.9634 0.55 -0.25 1.83
H 2.0358 -3.6410 -7.0672 0.61 -0.16 0.26
H 1.5146 -2.3951 -8.1718 0.26 0.06 -0.43
H 1.3463 -4.1813 -8.5834 -0.14 0.35 -0.01
N -0.8901 -5.1335 1.2552 0.23 -0.52 -1.62
O -0.3529 -3.9921 1.1983 0.00 0.24 0.54
O -1.3773 -5.6141 0.2071 0.22 0.28 0.14
O -0.9237 -5.7747 2.2962 0.05 0.08 0.92
N -2.1187 -1.3145 4.3278 -0.48 -1.47 -0.28
O -2.9438 -0.5972 4.9350 0.52 0.14 -0.46
O -2.4882 -2.0156 3.3463 1.41 1.29 2.29
O -0.9280 -1.3715 4.8490 -1.66 0.24 -1.18
N -4.1955 -0.2003 0.4793 -1.18 0.00 -1.24
O -3.9582 0.9619 0.1421 0.47 -0.39 0.05
O -4.3735 -1.0913 -0.4175 0.27 0.56 0.58
O -4.3874 -0.4980 1.6675 0.44 -0.17 0.14
C 0.1689 -0.9144 -2.2300 0.41 -1.70 0.98
O -0.5947 -1.2204 -1.1150 0.11 0.19 1.48
O 0.2802 -2.0261 -2.9984 -1.72 0.00 -2.55
C -0.5898 0.1135 -2.9753 -0.35 1.78 -0.52
F -0.9258 1.1218 -2.1697 0.25 0.34 0.14
F 0.1652 0.6302 -3.9725 -0.28 -0.15 -0.21
F -1.7491 -0.3262 -3.4877 0.22 -0.45 -0.37
C 0.0732 -0.7932 0.0806 1.60 0.45 1.32
C -0.8666 -0.4095 1.2587 0.21 -0.77 -0.81
H -1.5172 0.4405 1.0599 0.50 0.53 0.01
H -1.6092 -1.1863 1.4896 0.54 -0.23 -0.26
H -0.2069 -0.3203 2.1454 -0.62 0.62 -0.59
H 0.8079 0.0269 -0.1979 -1.24 -0.45 0.72
H 0.8107 -1.5652 0.4930 -1.14 0.37 -0.76
H 1.1897 -0.6306 -1.9587 -0.21 0.88 0.07
C 3.7146 -0.2492 -9.1561 -0.03 0.98 0.53
O 2.7005 -0.3206 -8.1726 0.52 0.60 -0.73
O 4.7014 0.6883 -8.7983 -0.57 -0.77 -0.18
C 4.2839 -1.6569 -9.2912 -1.12 -0.57 1.68
F 4.4317 -2.2647 -8.0443 -0.70 0.35 -1.11
F 3.4375 -2.4329 -10.0493 0.91 0.45 0.73
F 5.4699 -1.6228 -9.7775 1.34 -0.32 -1.41
C 1.8014 0.7658 -8.3764 -0.60 -0.72 -0.33
C 0.6859 0.7229 -7.4035 0.29 -0.05 0.83
H 0.2225 -0.2489 -7.3969 -0.42 -0.45 -0.02
H 0.9865 0.9507 -6.3714 -0.02 0.03 -0.33
H 0.0001 1.4646 -7.7588 -0.79 0.40 0.14
H 1.4187 0.6567 -9.3750 -0.53 -0.25 -0.70
H 2.1974 1.7533 -8.4043 1.31 0.68 0.46
H 3.3124 0.1015 -10.1303 0.12 -0.57 0.31
C -2.4256 5.5373 0.0424 0.96 1.76 0.28
O -3.0472 4.9189 1.0808 -1.06 -0.11 0.18
O -2.4815 4.9779 -1.1876 1.15 -0.03 -0.08
C -3.1118 6.9201 0.0113 -1.34 -0.33 0.83
F -4.4199 6.8022 -0.2662 0.01 -0.26 -0.07
F -3.0293 7.4990 1.2142 0.40 0.45 -0.21
F -2.6583 7.7850 -0.9222 0.62 0.00 -0.12
C -2.6224 3.5873 1.2801 0.77 0.21 1.46
C -3.4380 2.9647 2.4419 2.01 0.47 -0.84
H -3.1980 1.9368 2.2675 -0.19 -0.99 0.45
H -3.1145 3.2548 3.4662 -0.45 0.13 -0.81
H -4.4707 3.1098 2.1961 -0.66 0.21 0.30
H -1.5153 3.6298 1.4610 -0.70 -0.28 0.18
H -2.7557 3.0307 0.3780 -0.30 -0.56 -0.51
H -1.3569 5.7028 0.3415 -0.31 -0.16 -0.48
C 2.4028 1.3795 2.3163 1.18 -0.62 0.62
O 2.1285 2.3551 1.3209 -0.57 1.34 0.16
O 2.4354 0.1778 1.8149 0.04 0.06 0.35
C 3.8488 1.8178 2.8924 1.31 -0.53 -1.22
F 4.4588 0.8590 3.6881 -0.78 0.53 -0.32
F 4.8097 2.0667 1.9040 -1.04 -0.65 0.45
F 3.8423 2.9458 3.5832 -0.25 0.51 0.92
C 1.6228 3.6600 1.7368 -0.40 -2.46 0.24
C 1.9144 4.6146 0.6487 0.23 -0.28 -0.06
H 2.9888 4.5491 0.5425 0.35 0.24 -0.47
H 1.4256 4.2364 -0.2716 0.09 0.91 0.29
H 1.6971 5.6034 1.0618 -0.41 0.17 -0.79
H 2.1120 3.9632 2.6376 0.16 0.27 0.68
H 0.5552 3.5048 1.9222 -0.04 0.34 0.12
H 1.7308 1.5363 3.2223 0.02 0.11 -0.45
```
Positions in Å, forces in eV/Å.

Total charge: +3
Multiplicity: 1
Frontier orbital gap: 7.8 eV
Total energy: -206803.1937 eV